[1]
Density functional theory data (ωB97M-V with the def2-TZVPD basis set) for a molecular structure, C13H26FInN2O3.

orbital gap	7.914	eV
total charge	-1
spin multiplicity	2
molecular weight	392.18	g/mol
ΔE to the lowest compared entry with this formula, charge and spin	0.0000	eV
⟨S²⟩	0.75

XYZ file:
```
46
Properties=species:S:1:pos:R:3:lowdin_charge:R:1
C -1.86469 -3.58899 -0.49840 -0.081
C -1.77225 -2.85604 -1.86295 -0.544
O -1.09326 -1.61312 -1.73656 -0.083
C -3.13630 -2.69160 -2.54053 -0.223
In -4.49742 -1.56588 -1.20637 0.817
F -3.82489 0.34912 -1.15930 -0.524
O -6.51754 -1.49275 -1.91444 -0.181
C -7.00456 -2.64999 -1.99979 -0.617
N -7.51031 -3.67947 -2.21920 0.058
H -2.86338 -3.99132 -0.34332 0.042
H -1.15798 -4.41827 -0.45867 0.064
H -1.63278 -2.87134 0.28603 0.072
H -1.12757 -3.48539 -2.48477 0.119
H -1.71514 -0.92247 -1.46127 0.060
H -2.96468 -2.21076 -3.50360 0.042
H -3.53539 -3.69871 -2.67570 0.045
H -4.53402 -2.19113 0.43349 -0.058
C 1.69400 3.31724 -0.24565 -0.025
C 1.10873 2.50659 0.94308 -0.480
C 1.95840 2.71067 2.20236 -0.144
C 3.29814 1.97865 2.16918 -0.180
C 3.08654 0.49653 1.86275 -0.138
C 2.28322 0.26568 0.58230 -0.494
N 1.01531 1.05901 0.58942 -0.082
O 0.14006 0.47590 1.34252 -0.007
C 3.15994 0.62194 -0.63225 -0.042
C 1.95789 -1.21503 0.42551 -0.039
C -0.28242 3.07745 1.20214 -0.046
H 2.66083 3.76631 -0.00977 0.078
H 1.81383 2.70801 -1.13784 0.069
H 1.02295 4.12572 -0.53376 0.076
H 1.39541 2.36007 3.07332 0.123
H 2.12014 3.78129 2.34979 0.121
H 3.96745 2.43399 1.43340 0.099
H 3.79413 2.08458 3.13706 0.109
H 4.05154 -0.00840 1.77468 0.121
H 2.56865 0.03103 2.70733 0.124
H 2.58156 0.56303 -1.55517 0.093
H 3.97994 -0.09264 -0.71220 0.084
H 3.61362 1.60980 -0.57034 0.061
H 1.43211 -1.61401 1.29079 0.081
H 2.88078 -1.78660 0.31343 0.084
H 1.33902 -1.38462 -0.45754 0.084
H -0.94357 2.90455 0.35212 0.099
H -0.19858 4.15360 1.36164 0.085
H -0.74747 2.64775 2.08705 0.079
```

---

[2]
Density functional theory data (ωB97M-V with the def2-TZVPD basis set) for C2H6N2O2 in the gas phase.

orbital gap	9.723	eV
spin multiplicity	1
molecular weight	90.08	g/mol
ΔE to the lowest compared entry with this formula, charge and spin	6.0661	eV
SMILES string	CC1ON(N)O1

XYZ file:
```
12
Properties=species:S:1:pos:R:3:lowdin_charge:R:1
C 1.71994 0.57332 0.55908 -0.032
C 0.34730 -0.01784 0.79727 -0.390
O 0.07819 -1.17757 0.06676 -0.032
H 0.06154 -0.07568 1.85572 0.140
H 1.76904 1.60641 0.91448 0.084
H 1.97157 0.56201 -0.50438 0.086
H 2.46789 -0.01202 1.10055 0.081
N -2.08180 -0.47964 -1.10136 0.051
N -0.77873 -0.18361 -0.93314 -0.103
O -0.68941 0.79601 0.07523 -0.090
H -2.44680 -0.19131 -2.00468 0.098
H -2.41872 -1.40007 -0.82555 0.108
```

---

[3]
Density functional theory data (ωB97M-V with the def2-TZVPD basis set) for a molecular structure, C22H25GeIN3Se3TeV.

orbital gap (alpha / beta)	6.504 / 4.533	eV
total charge	-1
spin multiplicity	4
molecular weight	946.40	g/mol
ΔE to the lowest compared entry with this formula, charge and spin	2.1026	eV
⟨S²⟩	3.80

XYZ file:
```
57
Properties=species:S:1:pos:R:3:lowdin_charge:R:1
V 1.37882 -0.68001 2.15446 -0.159
Se 2.66643 -2.47444 3.61973 -0.001
Se 2.59457 -1.53388 5.76326 -0.227
Te 3.34432 0.80741 5.32074 0.399
Se 1.74510 1.60348 3.71611 -0.064
I -0.86628 -1.25908 3.70747 1.132
C -1.30537 -2.87402 2.48846 -0.592
C -2.37268 -3.64463 2.83716 -0.169
C -2.71567 -4.75558 2.03163 -0.095
C -1.97932 -5.02374 0.92006 -0.049
C -0.86964 -4.21695 0.55322 -0.171
C -0.13349 -4.52252 -0.62185 -0.055
C 0.92248 -3.74563 -0.97460 -0.076
C 1.29391 -2.63714 -0.17240 -0.133
C 0.64971 -2.27054 0.98726 -0.276
C -0.48396 -3.10138 1.34309 -0.228
H -2.95662 -3.42022 3.71977 0.084
H -3.55946 -5.37851 2.30231 0.098
H -2.23293 -5.86829 0.28904 0.107
H -0.42907 -5.37716 -1.22079 0.104
H 1.49366 -3.97125 -1.86801 0.102
H 2.14674 -2.05757 -0.50746 0.077
N 2.93016 -0.27366 1.13095 0.007
C 3.85284 0.04304 0.49586 -0.124
C 4.94563 0.43618 -0.24000 -0.258
C 5.42122 -0.41856 -1.28212 -0.243
N 5.80559 -1.11049 -2.12104 0.114
C 5.58031 1.68385 0.04876 -0.239
N 6.09250 2.69074 0.28180 0.115
C -0.40516 2.03912 -4.71073 -0.128
C -0.20179 0.97108 -3.64534 -0.287
C -0.28418 1.50565 -2.22001 -0.312
C -0.11872 0.40841 -1.16955 -0.378
Ge 0.06973 0.97526 0.69529 0.737
C -1.72451 1.53249 1.33760 -0.403
C -2.52707 2.54589 0.51721 -0.309
C -1.86541 3.90450 0.32863 -0.298
C -2.72773 4.86409 -0.47971 -0.125
H -0.32613 1.63729 -5.72353 0.061
H 0.33630 2.83773 -4.61804 0.069
H -1.38936 2.50805 -4.61688 0.066
H 0.77182 0.48768 -3.77988 0.108
H -0.94796 0.17855 -3.76909 0.106
H -1.24196 2.02275 -2.09171 0.088
H 0.48297 2.27617 -2.07876 0.103
H 0.77866 -0.17487 -1.40390 0.044
H -0.94942 -0.30519 -1.22165 0.071
H 0.86927 2.33742 0.56379 -0.043
H -1.58200 1.90338 2.36132 0.041
H -2.30361 0.60968 1.44459 0.032
H -3.50987 2.70848 0.98196 0.103
H -2.74429 2.12584 -0.47140 0.092
H -0.89453 3.77918 -0.15662 0.074
H -1.64838 4.33930 1.31169 0.110
H -2.93470 4.45677 -1.47411 0.066
H -2.24840 5.83568 -0.61870 0.064
H -3.69304 5.04015 0.00466 0.066
```

---

[4]
Density functional theory data (ωB97M-V with the def2-TZVPD basis set) for a molecular structure, C47H45CaGeIN10O2Se.

orbital gap	4.353	eV
spin multiplicity	1
molecular weight	1100.50	g/mol
ΔE to the lowest compared entry with this formula, charge and spin	6.6523	eV

XYZ file:
```
108
Properties=species:S:1:pos:R:3:lowdin_charge:R:1
Ca -0.40412 -0.68709 -0.27581 1.330
C -2.63528 -4.51716 -0.04130 -0.037
C -1.33040 -4.35573 -0.77222 -0.288
N -0.55315 -5.42732 -0.85171 0.079
C 0.59694 -5.32776 -1.51108 -0.150
C 1.07451 -4.15256 -2.06297 -0.171
C 2.32754 -4.21438 -2.89548 -0.210
O 3.44609 -3.47902 -2.39004 -0.083
C 0.33006 -2.95582 -1.88539 -0.166
C 0.95703 -1.66028 -2.03479 -0.243
N 0.46356 -0.53506 -2.83657 -0.079
C 1.53338 0.24423 -3.45565 -0.233
C 2.73117 -0.40164 -3.79396 -0.032
C 3.78793 0.24934 -4.39945 -0.066
C 3.68201 1.58682 -4.72995 -0.085
C 2.50842 2.25313 -4.43941 -0.175
C 1.45498 1.60643 -3.80231 -0.587
I -0.22739 2.83043 -3.49102 0.994
C -0.96399 -3.07986 -1.27914 -0.374
O -1.69576 -2.02769 -1.07192 -0.297
H -3.18633 -5.35616 -0.46654 0.073
H -3.22293 -3.60489 -0.12334 0.063
H -2.45802 -4.73727 1.01498 0.066
H 1.15759 -6.25491 -1.60344 0.099
H 2.15047 -3.80755 -3.89489 0.104
H 2.60367 -5.26674 -3.02706 0.111
H 3.66267 -3.82851 -1.51999 0.090
H 2.03067 -1.69532 -1.99139 0.058
H 2.86227 -1.45142 -3.57206 0.084
H 4.68600 -0.30748 -4.63193 0.110
H 4.49687 2.10740 -5.21459 0.106
H 2.39334 3.29248 -4.71337 0.081
C 1.44471 0.65428 3.40733 -0.069
C 0.31163 1.06038 4.11573 -0.061
C -0.83682 1.34076 3.41947 -0.010
C -0.86680 1.20504 2.01288 -0.362
N 0.21931 0.75558 1.34723 -0.022
C 1.33321 0.50852 2.04226 -0.156
N -2.04526 1.56818 1.42110 0.170
C -2.43327 1.37787 0.19482 -0.295
N -1.80078 0.77142 -0.85361 -0.027
C -2.68054 0.62480 -1.87043 -0.312
N -2.57492 0.12916 -3.07181 0.172
C -1.78392 -0.50118 -3.92175 -0.221
C -2.44507 -0.84218 -5.14695 0.013
C -1.92502 -1.66157 -6.09600 -0.041
C -0.64554 -2.20600 -5.87071 -0.036
C 0.02350 -1.82047 -4.76202 -0.017
N -0.45485 -0.92093 -3.85362 0.061
C -3.97823 1.21310 -1.48290 -0.090
C -5.18879 1.31673 -2.14170 -0.001
C -6.21288 2.00469 -1.50365 -0.072
C -6.02164 2.57502 -0.24760 -0.075
C -4.81274 2.44560 0.42435 -0.009
C -3.80098 1.75141 -0.20979 -0.097
H 2.38653 0.47944 3.90820 0.101
H 0.34869 1.17116 5.19190 0.108
H -1.73922 1.67734 3.90919 0.112
H 2.19427 0.19990 1.45441 0.118
H -3.43111 -0.41659 -5.24928 0.115
H -2.47118 -1.90622 -6.99623 0.113
H -0.19119 -2.89717 -6.56432 0.112
H 1.03088 -2.15919 -4.58079 0.114
H -5.32506 0.86482 -3.11489 0.112
H -7.17545 2.10898 -1.98733 0.103
H -6.83097 3.12700 0.21215 0.102
H -4.65203 2.88313 1.40074 0.112
N 0.86823 -7.46341 8.54088 0.163
C 0.62364 -6.70729 7.71061 -0.185
C 0.29802 -5.76699 6.68706 -0.232
C 1.23918 -5.40075 5.72670 -0.011
C 0.90449 -4.50597 4.73076 0.004
C -0.37921 -3.96689 4.66574 -0.162
C -1.31007 -4.31374 5.64272 0.003
C -0.97605 -5.20310 6.64344 -0.012
N -0.73976 -3.09943 3.61400 0.004
C -1.94281 -2.43690 3.46044 -0.027
C -1.86988 -1.77580 2.27787 -0.115
N -0.64792 -2.00494 1.69821 -0.003
C -0.00175 -2.79615 2.50852 -0.104
H 2.23264 -5.82540 5.76011 0.125
H 1.65245 -4.23350 4.00113 0.108
H -2.30713 -3.90149 5.62506 0.106
H -1.70577 -5.47401 7.39327 0.125
H -2.73271 -2.46739 4.18545 0.114
H -2.61576 -1.15820 1.80497 0.118
H 0.99084 -3.16795 2.32496 0.137
C 2.78031 7.57373 -0.24399 -0.228
Ge 3.03289 6.29332 1.23138 0.753
C 4.60544 5.17190 0.83373 -0.219
C 3.27290 7.25872 2.94153 -0.226
C 1.44705 5.10947 1.35818 -0.613
Se 0.91028 4.34932 -0.37675 0.734
C -0.77029 5.32018 -0.51515 -0.428
H 3.68543 8.16365 -0.38915 0.015
H 1.95500 8.25629 -0.04142 0.016
H 2.56590 7.03450 -1.16585 0.002
H 5.46274 5.79640 0.58358 0.015
H 4.39056 4.52449 -0.01695 0.012
H 4.87756 4.54401 1.68208 0.015
H 4.14200 7.91387 2.88103 0.013
H 3.42728 6.56878 3.77070 0.012
H 2.40155 7.87421 3.16354 0.013
H 0.57538 5.63756 1.74446 0.011
H 1.64490 4.27033 2.02482 -0.005
H -0.57419 6.37663 -0.34566 0.018
H -1.47298 4.93745 0.22161 0.018
H -1.16860 5.17299 -1.51621 -0.018
```

---

[5]
Density functional theory data (ωB97M-V with the def2-TZVPD basis set) for C4H8O2 in the gas phase.

orbital gap	8.746	eV
spin multiplicity	1
molecular weight	88.11	g/mol
ΔE to the lowest compared entry with this formula, charge and spin	3.7301	eV

XYZ file:
```
14
Properties=species:S:1:pos:R:3:lowdin_charge:R:1
C 1.42474 0.36855 -0.54279 -0.076
C -0.02948 0.01421 -0.30781 -0.384
C -0.71959 0.47662 0.87072 -0.056
O -0.67978 -0.96130 1.74047 -0.031
C -0.84083 -0.24074 -1.48430 -0.311
O -0.41162 -0.41599 -2.61139 0.003
H 1.84509 -0.30065 -1.29809 0.076
H 2.03323 0.28426 0.36674 0.071
H 1.53928 1.38974 -0.92915 0.082
H -0.21339 -1.19036 0.71860 0.169
H -0.23553 1.18385 1.54574 0.117
H -1.79786 0.61531 0.81240 0.109
H 0.02784 -0.93579 2.41235 0.110
H -1.94210 -0.28770 -1.29352 0.120
```

---

[6]
Density functional theory data (ωB97M-V with the def2-TZVPD basis set) for CH2ClNOS2 in the gas phase.

orbital gap	8.207	eV
spin multiplicity	1
molecular weight	143.62	g/mol
ΔE to the lowest compared entry with this formula, charge and spin	0.6118	eV
SMILES string	O/C=N\SSCl

XYZ file:
```
8
Properties=species:S:1:pos:R:3:lowdin_charge:R:1
C -0.08814 0.01140 -1.49984 -0.364
N -0.24684 -1.09152 -0.88004 -0.293
O 0.30736 1.26945 -1.13588 -0.015
S -0.70762 -0.50634 2.21388 0.051
S 0.10378 -1.77982 0.79445 0.432
Cl 1.07410 0.48000 3.28100 -0.093
H -0.35744 0.01689 -2.55009 0.121
H -0.08521 1.59993 -0.22347 0.162
```

---

[7]
Density functional theory data (ωB97M-V with the def2-TZVPD basis set) for C4H4ClOP in the gas phase.

orbital gap (alpha / beta)	8.208 / 8.207	eV
spin multiplicity	1
molecular weight	134.50	g/mol
ΔE to the lowest compared entry with this formula, charge and spin	4.0308	eV

XYZ file:
```
11
Properties=species:S:1:pos:R:3:lowdin_charge:R:1
C 1.43648 0.49669 -0.30053 0.111
C 0.26510 0.07369 -0.30616 -0.209
C 1.64020 1.97076 1.43676 -0.987
C -0.65511 0.41466 0.75332 -0.321
O -0.84283 1.77318 0.95525 -0.446
P 0.31729 2.89984 1.36629 0.880
Cl 3.24475 2.34382 1.74415 0.527
H 2.43708 0.63357 -0.69449 0.073
H -0.07687 -0.56384 -1.11464 0.122
H -1.61669 0.03223 0.35605 0.133
H -0.39303 -0.06694 1.66160 0.118
```

---

[8]
Density functional theory data (ωB97M-V with the def2-TZVPD basis set) for 2 unconnected molecules or ions with the total composition C5H10O.

orbital gap	9.867	eV
spin multiplicity	1
molecular weight	86.13	g/mol
ΔE to the lowest compared entry with this formula, charge and spin	2.3283	eV
SMILES string	C=CCC(=C)O.[H][H]

XYZ file:
```
16
Properties=species:S:1:pos:R:3:lowdin_charge:R:1
C 1.89083 -0.59885 0.76291 -0.034
C 1.41625 -0.25306 -0.42789 -0.186
C 0.15402 -0.82751 -1.02274 -0.150
C -0.94649 0.17677 -0.80743 -0.442
C -1.87879 0.08481 0.14218 0.005
O -0.79151 1.24493 -1.63961 0.039
H 1.41380 -1.37581 1.35810 0.062
H 2.73598 -0.08584 1.21383 0.055
H 0.23665 0.97526 2.36293 0.050
H 1.87323 0.56416 -0.98292 0.105
H 0.27339 -1.01224 -2.09721 0.121
H -0.10683 -1.77328 -0.53803 0.117
H -1.90992 -0.78242 0.79249 0.063
H -2.59906 0.87930 0.32408 0.063
H -0.35516 0.84304 1.93086 0.022
H -1.40640 1.94075 -1.37155 0.111
```

---

Question: Which formula does entry 7 have?
Answer: C4H4ClOP

---

Question: ΔE to the lowest compared entry with this formula, charge and spin of number 3 (C22H25GeIN3Se3TeV)?
Answer: 2.1026 eV

---

Question: Which value of molecular weight does entry 8 give?
Answer: 86.13 g/mol

---

Question: What is the ΔE to the lowest compared entry with this formula, charge and spin in the eighth record?
Answer: 2.3283 eV